C5H11N2 | the ωB97M-V functional and the def2-TZVPD basis

Output
E_HOMO: -0.5101 Eh
energy: -306.22380 hartree
HOMO-LUMO gap: 8.932 eV
total charge: +1
ΔE to the lowest compared entry with this formula, charge and spin: 100.19 kcal/mol
max |F|: 1.64 eV Å⁻¹

Each line ends with the natural charge from an NBO analysis.
Cartesian coordinates (Å):
1 N 0.53081 -0.24460 -0.00473  -0.23
2 N 1.20315 0.31622 -0.99655  -0.19
3 C 0.15105 -1.56344 0.26476  0.14
4 C 2.26197 1.03652 -0.89008  0.00
5 C -2.36122 1.72690 0.30728  -0.85
6 C -0.54285 -2.57304 -0.18079  -0.37
7 C 1.03383 -0.87871 1.20464  -0.25
8 H 2.64946 1.55509 -1.74953  0.24
9 H -2.01848 0.70549 0.17702  0.19
10 H 0.64172 -0.48576 2.13431  0.25
11 H -0.59394 -3.48188 0.39456  0.25
12 H 2.08050 -1.16233 1.23530  0.23
13 H -2.10411 2.31814 -0.56282  0.21
14 H 2.76271 1.14339 0.06148  0.23
15 H -3.43466 1.72934 0.43181  0.23
16 H 0.73057 0.24312 -1.90623  0.45
17 H -1.08892 -2.54324 -1.10741  0.24
18 H -1.90160 2.15881 1.18700  0.22